Entry from the OMol25 dataset: a cluster of 6 separate species, C59H136F6N3O2P3 in total at a distorted geometry (ωB97M-V/def2-TZVPD).

## Properties
* orbital gap: 9.9 eV
* charge: +4
* multiplicity: 1

Geometry (Å):
P  0.38438  -1.34619  -2.22016
F  -0.17235  -0.99258  -0.69908
F  0.21864  -2.84507  -1.61551
F  -1.10863  -1.18884  -2.87144
F  0.96661  -1.85475  -3.63805
F  0.60083  0.21665  -2.44241
F  1.92930  -1.51630  -1.67721
C  -5.08580  0.47178  -7.90738
C  -4.20031  -0.20134  -6.83600
C  -3.37243  0.84277  -6.07641
C  -4.07093  1.53973  -4.88929
N  -3.24674  2.56892  -4.14298
C  -3.97292  3.14681  -2.88291
C  -3.32488  2.51567  -1.62834
C  -1.85748  2.27395  -2.08363
C  -2.08113  1.82865  -3.48012
C  -2.86309  3.71273  -5.04096
C  -4.09469  4.53640  -5.55114
C  -3.55369  5.77584  -6.25246
H  -5.74487  1.27586  -7.58079
H  -5.74096  -0.25828  -8.38790
H  -4.49330  0.81747  -8.75680
H  -3.53644  -0.93235  -7.29588
H  -4.83897  -0.80734  -6.19011
H  -2.72529  1.39861  -6.75673
H  -2.57784  0.25802  -5.59212
H  -4.40822  0.83275  -4.13154
H  -4.96352  2.11083  -5.15086
H  -3.97643  4.23052  -2.85109
H  -4.96845  2.72075  -3.00460
H  -3.30872  3.25016  -0.82114
H  -3.77847  1.62679  -1.19490
H  -1.23183  3.16917  -2.07201
H  -1.29096  1.53734  -1.51616
H  -1.24245  1.94408  -4.17148
H  -2.28437  0.76539  -3.59603
H  -2.32260  3.32984  -5.90222
H  -2.26317  4.35050  -4.39175
H  -4.92742  4.74283  -4.87863
H  -4.58975  3.92402  -6.31010
H  -2.98775  5.48172  -7.13398
H  -2.84715  6.32996  -5.62646
H  -4.35266  6.50512  -6.37300
C  -3.07097  -5.79963  -4.57991
C  -3.01637  -5.28610  -3.14222
C  -1.60958  -5.34041  -2.53169
C  -1.03975  -6.78201  -2.37557
P  0.38196  -7.04709  -1.21155
C  0.23301  -5.82609  0.13220
C  -1.03104  -5.98479  1.00208
C  -1.03782  -5.02687  2.20089
C  -1.55287  -3.63364  1.88424
C  0.11105  -8.76900  -0.65769
C  1.22340  -9.22685  0.32759
C  1.29141  -10.74978  0.44383
C  2.06302  -11.21920  1.66116
C  1.99200  -6.71630  -1.97834
C  2.18202  -5.21886  -2.32883
C  3.48628  -5.06543  -3.14609
C  4.26149  -3.76098  -3.01910
H  -4.10039  -5.87593  -4.92559
H  -2.62319  -6.79025  -4.67513
H  -2.49265  -5.15027  -5.23904
H  -3.80192  -5.75722  -2.54461
H  -3.38990  -4.25899  -3.09640
H  -1.67342  -4.92467  -1.52431
H  -0.93156  -4.67056  -3.05968
H  -0.87549  -7.23183  -3.35532
H  -1.74732  -7.44122  -1.86398
H  0.17706  -4.83854  -0.34011
H  1.20330  -5.72918  0.62852
H  -1.11082  -7.06265  1.16229
H  -1.90247  -5.79126  0.37150
H  -0.01780  -4.98316  2.58972
H  -1.65670  -5.51303  2.95674
H  -2.39478  -3.66417  1.19069
H  -0.76399  -3.07185  1.38168
H  -1.88637  -3.12504  2.78751
H  0.27408  -9.31083  -1.59270
H  -0.86125  -8.82451  -0.17416
H  0.98022  -8.67616  1.24336
H  2.16436  -8.73139  0.06696
H  1.71883  -11.18664  -0.45890
H  0.23499  -11.02402  0.51226
H  2.98243  -10.62556  1.63522
H  2.37719  -12.25971  1.70446
H  1.55859  -10.99602  2.60148
H  2.02830  -7.31710  -2.88807
H  2.69116  -7.02258  -1.19963
H  2.19656  -4.68695  -1.37684
H  1.45353  -4.72669  -2.97286
H  3.27210  -5.24119  -4.20072
H  4.22427  -5.81454  -2.84431
H  4.50827  -3.49698  -1.99041
H  3.65953  -2.93911  -3.41399
H  5.12935  -3.97268  -3.64281
C  -1.17175  0.47622  1.99245
C  -2.40526  1.36634  2.31053
C  -1.97296  2.64586  3.05526
C  -2.99920  3.79106  2.98872
P  -3.02121  5.17025  4.23388
C  -3.08739  4.47349  5.93587
C  -3.92790  3.20457  6.09120
C  -3.64920  2.48004  7.45080
C  -3.81661  3.37803  8.68506
C  -1.41382  6.07229  4.10692
C  -1.21242  7.08313  5.25169
C  -0.04434  8.04235  5.09228
C  -0.19375  9.23439  6.03997
C  -4.39479  6.32190  3.89695
C  -5.53893  6.39831  4.92231
C  -6.53283  7.50474  4.55166
C  -7.36570  7.97953  5.75214
H  -0.56214  0.92337  1.21092
H  -1.41149  -0.54678  1.69583
H  -0.71700  0.25464  2.96264
H  -3.10944  0.79766  2.91823
H  -2.90363  1.63880  1.37691
H  -0.99586  2.93482  2.66698
H  -1.92404  2.37217  4.11140
H  -3.97857  3.34404  3.19841
H  -3.12327  4.22380  1.99367
H  -3.46755  5.25332  6.59259
H  -2.04448  4.17981  6.07384
H  -3.74198  2.44450  5.32380
H  -4.99687  3.31272  5.88614
H  -2.62235  2.12812  7.33595
H  -4.29641  1.60554  7.51505
H  -4.78611  3.78999  8.95682
H  -3.05244  4.15142  8.60608
H  -3.56506  2.71252  9.51363
H  -1.43273  6.57441  3.13312
H  -0.61985  5.34351  3.92853
H  -0.95231  6.56696  6.18122
H  -2.14383  7.60241  5.48827
H  0.04622  8.38706  4.05880
H  0.90315  7.57511  5.36688
H  -1.11864  9.76657  5.81803
H  0.61504  9.93015  5.82253
H  -0.14689  8.82003  7.04564
H  -4.63388  6.38509  2.83197
H  -3.87771  7.29069  3.92184
H  -5.13755  6.59309  5.91812
H  -6.15440  5.50251  5.02924
H  -7.22723  7.20029  3.76599
H  -6.00021  8.33413  4.07721
H  -7.70151  7.13213  6.35157
H  -8.25151  8.54626  5.46329
H  -6.87531  8.68806  6.42234
C  4.77230  -0.14194  -1.87531
C  5.23089  0.93737  -2.87979
N  4.23413  1.33858  -4.00325
C  5.10786  1.86826  -5.13918
C  3.43918  0.10429  -4.39429
C  2.69815  0.25647  -5.70711
C  3.33554  2.37752  -3.30166
C  4.02801  3.48014  -2.48234
O  5.00926  4.10061  -3.27620
C  5.28862  5.40168  -2.82153
H  5.59298  -0.04691  -1.15053
H  4.89324  -1.14309  -2.27963
H  3.94266  -0.08315  -1.17176
H  6.04304  0.43170  -3.40536
H  5.71587  1.82018  -2.47573
H  4.47246  2.44370  -5.81329
H  5.53520  0.99953  -5.62947
H  5.76879  2.64483  -4.76394
H  2.74424  -0.05697  -3.57220
H  4.13862  -0.72839  -4.45168
H  1.83876  0.92610  -5.67099
H  2.23140  -0.69803  -5.96877
H  3.28049  0.39412  -6.61836
H  2.64374  1.81935  -2.67203
H  2.77631  2.85603  -4.10581
H  4.35682  3.12569  -1.50223
H  3.27689  4.26186  -2.32250
H  5.53420  5.55264  -1.76923
H  4.54456  6.09825  -3.21580
H  6.20716  5.70859  -3.32845
C  2.07118  -1.78406  1.46518
C  3.31881  -2.71801  1.81038
N  4.35427  -2.07120  2.71160
C  4.91676  -0.84307  1.98933
C  3.91586  -1.59025  4.09280
C  3.37994  -2.69966  5.01687
C  5.57795  -3.02658  2.79400
C  6.72988  -2.57569  3.66215
O  7.63162  -1.70793  2.99629
C  8.23832  -0.67132  3.73379
H  1.38238  -2.41366  0.90794
H  2.44245  -0.91172  0.93893
H  1.52075  -1.43734  2.34083
H  3.84965  -2.84711  0.86634
H  3.06031  -3.72583  2.12928
H  5.21986  -1.14079  0.98996
H  5.61067  -0.26513  2.59141
H  4.08227  -0.15393  1.84667
H  3.06565  -0.96038  3.82832
H  4.62348  -0.96923  4.63437
H  3.30879  -2.21911  5.99097
H  4.00963  -3.58677  5.04454
H  2.38543  -3.00276  4.69072
H  5.92555  -3.26230  1.78934
H  5.15172  -3.92844  3.23342
H  7.30826  -3.44875  3.97530
H  6.37350  -2.13082  4.59541
H  7.56066  -0.13457  4.39729
H  8.77250  -0.00700  3.05212
H  9.12194  -1.10006  4.21965

Cartesian forces, eV/Å:
P -0.1383 -1.4566 2.1681
F 0.0143 1.2635 -0.4445
F -0.9139 -1.1702 -1.7404
F 0.8146 -0.7110 0.5896
F -0.6947 0.4576 0.0341
F 0.6810 0.5553 -0.7783
F 0.3337 1.1774 0.2641
C 0.0500 -0.8389 -0.7480
C -1.0537 0.9384 -0.4705
C 1.3484 -1.4523 1.4466
C -0.9735 1.0302 -0.4827
N 0.5380 -0.1439 1.5499
C -0.9243 -2.1966 -0.0204
C 1.3961 1.1724 0.1437
C -0.5044 0.2040 0.2242
C 1.1832 -0.7229 -2.5845
C -1.2841 0.6149 0.7480
C 0.5792 -1.0010 -0.8717
C 0.1805 0.3964 0.9864
H 0.2264 0.0582 0.3471
H -0.0845 -0.1250 0.2639
H 0.1979 0.3401 0.2443
H 0.1402 0.2218 -0.1471
H 0.0676 0.2390 0.3752
H -0.8261 0.8211 -0.1415
H -0.0410 -0.1767 0.1785
H 0.2271 -0.2833 -0.1485
H -0.0606 -0.2435 -0.4437
H 0.1406 -0.0712 -0.3617
H -0.3157 0.7359 0.1878
H -0.2497 0.0668 -0.0257
H -0.2019 -0.1619 -0.5997
H -0.3527 0.2950 0.0985
H -0.3062 -0.2275 -0.0070
H 0.2378 0.2630 0.2711
H -0.3017 0.0181 0.5763
H 0.2199 0.0611 0.1770
H 0.3597 0.0420 -0.3400
H 0.5649 0.1379 0.6514
H 0.0780 -0.0164 -0.1421
H -0.4305 0.3469 -0.3526
H 0.1030 -0.2276 0.2050
H -0.0008 -0.2025 -0.8456
C 0.1647 -0.0095 0.1813
C -0.2879 0.1561 -0.2799
C -0.2894 -0.4064 0.9915
C 0.1024 0.4365 0.3672
P -1.1922 0.9042 -0.6731
C -0.3269 0.7842 -0.6290
C 0.6816 -0.3163 -0.9148
C -0.2789 -1.2067 0.1133
C 0.1689 -0.1131 -0.3801
C 2.1086 0.7003 0.0221
C -0.2449 1.2455 -0.0565
C -0.7872 0.1872 0.3615
C 0.7345 0.7168 0.2337
C -1.2116 0.3000 -0.2209
C 0.9631 -0.0839 -0.2364
C 0.4199 -0.3496 0.9806
C -0.8781 -0.0681 -0.5542
H 0.0690 0.0958 -0.1440
H -0.1320 -0.0897 0.0690
H -0.1547 0.0844 -0.0873
H 0.4803 -0.6495 0.2344
H 0.4486 0.2437 -0.2619
H -0.0251 0.1850 -0.0436
H 0.0701 -0.2274 -0.2229
H 0.4049 -0.1668 0.1194
H -0.5016 0.1986 -0.2468
H -0.0620 -0.1097 -0.4327
H -0.1514 -0.6340 0.5670
H -0.1120 0.1457 1.1388
H 0.0058 0.2070 -0.0410
H -0.0422 0.0320 0.2371
H 0.0294 0.2315 0.1833
H -0.0838 -0.0615 0.0750
H -0.1171 0.3175 0.0580
H 0.1736 0.1257 -0.0199
H -0.8325 -0.3439 -0.0077
H -0.2154 -0.3361 -0.5375
H -0.0375 -0.7244 0.5308
H 0.2792 -0.5445 -0.3177
H -0.1335 0.1062 -0.1271
H 0.0877 -0.5645 -0.1325
H 0.1973 -0.1788 0.3794
H -0.3147 -0.0772 -0.3954
H -0.1107 0.0741 -0.0767
H 0.3919 -0.2890 0.1730
H 0.4822 -0.0891 -0.4612
H 0.2436 0.3700 -0.1760
H -0.7099 -0.4807 0.4307
H -0.0461 -0.0906 0.0157
H -0.2903 -0.3766 -0.0286
H 0.2449 -0.2465 0.0247
H 0.1941 0.1233 -0.1241
H 0.3439 0.7776 0.2296
C -1.1293 -0.3307 0.8473
C 0.4386 -0.1282 -0.5254
C -0.3669 0.0183 0.3157
C -0.9454 0.0280 0.3654
P 0.9322 -0.5209 -0.3213
C -0.5042 -0.6047 -1.3985
C -0.6782 -1.3008 -0.0039
C -0.9985 1.0697 -0.9984
C 1.0658 -1.0649 0.0788
C -0.7637 0.1380 -0.3840
C 0.6201 -0.8593 0.5706
C -0.0036 0.6729 -0.3890
C 0.1300 -0.3547 -0.9082
C 0.7430 0.7145 0.1441
C -0.7116 -0.0094 -0.3462
C -0.1738 0.7958 0.0336
C -0.1436 0.3127 0.1054
H 0.4404 -0.0295 0.3674
H -0.4867 0.2507 -0.5511
H 0.8280 0.6019 -0.1775
H -0.1417 0.0900 -0.0420
H -0.1236 -0.0398 -0.0155
H 0.0556 0.2403 0.2738
H 0.6486 0.0316 0.0169
H -0.1209 -0.0825 -0.1168
H 0.2514 0.1568 -0.0056
H 0.5377 0.0691 0.1962
H 0.0881 0.4119 0.6083
H 0.7190 0.1995 -0.1397
H -0.1008 0.7736 0.6001
H 0.0965 -0.0576 0.5512
H 0.0183 -0.0228 -0.0656
H -0.1723 0.0121 -0.6913
H -0.1769 0.2283 0.4714
H 0.1990 0.3939 0.2776
H -0.2846 0.3120 0.0443
H 0.0798 -0.1456 0.6595
H -0.4247 -0.4036 -0.0300
H -0.0143 0.2313 -0.3265
H -0.0253 0.0222 -0.0326
H -0.0730 -0.3682 -0.2900
H -0.1252 -0.0439 0.4003
H 0.0930 0.0159 0.4893
H -0.1195 0.6150 0.2342
H -0.5668 -0.9121 0.0214
H 0.1022 0.0861 0.5518
H 0.1518 0.1408 -0.0528
H 0.4370 -0.3724 -0.1957
H 0.1059 -0.4729 0.0307
H 0.0862 0.2010 0.2987
H -0.0420 -0.0188 -0.0147
H -0.0706 -0.2901 -0.3480
H 0.5357 -0.2972 -0.0484
C 1.5692 0.6392 1.0689
C -0.1888 -1.5150 -1.0203
N 1.3946 0.4997 2.1892
C -1.4985 0.6779 0.2616
C -0.1132 0.6022 -0.5040
C -0.7396 -0.8250 -0.5591
C 0.0312 0.1812 -1.0107
C -0.7432 0.1520 -1.0406
O 0.2233 -0.8684 0.8625
C 1.2828 1.3281 -1.2041
H 0.2769 -0.2823 -0.0750
H -0.4718 0.0470 -0.1058
H -0.7141 0.4409 -0.8945
H -0.0264 0.0586 -0.1836
H -0.5436 0.1423 0.1247
H -0.1774 -0.4525 -0.2134
H 0.2983 0.2091 0.0163
H 0.4239 -0.6316 0.2663
H 0.1101 -0.2329 -0.1151
H 0.1017 0.0966 0.0420
H 0.3001 0.3788 0.0564
H -0.0233 -0.1981 0.5639
H 0.3679 0.6216 0.3529
H 0.0484 -0.0606 -0.0101
H -0.0964 -0.0393 0.0210
H 0.3622 0.0597 -0.0426
H -0.4275 -0.3687 0.3495
H -0.5866 -0.5006 0.2173
H -0.3206 -0.0135 0.5413
H -0.0082 -0.1354 -0.0615
C 1.2840 -1.2273 1.2140
C -0.9666 1.4368 -0.5241
N 2.9125 0.8603 -0.1303
C -1.8822 0.4066 0.0085
C -1.8796 -0.9331 -0.4034
C 0.1173 0.5384 -0.7508
C -0.7842 -0.3779 0.6067
C 0.9623 0.5627 0.5243
O -1.2971 -0.0010 -1.0451
C 1.6072 -0.5468 -0.0175
H 0.0765 0.3770 -0.4826
H -0.4382 -0.1714 -0.4744
H 0.1252 -0.1376 0.1651
H 0.0700 -0.0687 0.0039
H -0.0568 0.2190 0.6057
H 0.6037 -0.0330 0.2397
H 0.5088 -0.7197 -0.0873
H -0.1114 -0.0931 0.0246
H 0.0955 0.2628 0.2559
H 0.5565 -0.1507 -0.7106
H -0.0646 -0.4270 0.1779
H 0.1149 0.1259 0.3035
H -0.0206 -0.0569 0.1101
H -0.1952 0.2243 -0.0944
H 0.2059 -0.1379 -0.0762
H -0.2725 -0.3196 -0.0804
H -0.0519 0.0773 0.0209
H 0.0364 -0.0372 0.1007
H -0.7900 0.2403 -0.3650
H -0.4380 0.0503 0.9294